Here is a molecular structure, C19H37AuNO3SSi at a distorted geometry from the Open Molecules 2025 dataset. Energies are from ωB97M-V/def2-TZVPD.

```
! wB97M-V def2-TZVPD RIJCOSX def2/J DEFGRID3
* xyz -1 3
Au 0.555 0.266 -0.100
S -1.317 1.232 1.711
Si -1.649 -0.041 3.233
O -0.611 -1.337 3.369
O -3.087 -0.895 3.092
O -1.708 0.739 4.694
N 1.975 -0.013 1.423
C 0.748 -1.504 -1.830
C -1.890 2.030 5.313
C -0.784 -1.746 -0.081
C 0.542 -2.117 -0.554
C -1.384 -0.935 -1.130
C -4.194 -0.352 0.983
C 1.234 1.924 0.166
C -5.001 0.632 3.120
C 0.308 -3.262 4.462
C -1.855 3.169 4.304
C -0.767 2.225 6.329
C -5.231 -1.820 2.708
C -4.351 -0.587 2.478
C 0.470 -1.034 5.569
C 0.476 -1.762 4.234
C 1.804 -1.530 3.538
C 0.282 2.256 -0.856
C -0.416 -0.763 -2.165
C -3.226 2.028 6.051
H 2.737 -0.147 0.695
H 1.859 -2.103 2.607
H -4.402 1.539 2.965
H 1.148 -2.901 -0.098
H -5.363 -1.998 3.781
H -6.218 -1.679 2.254
H -2.687 3.106 3.592
H -5.989 0.798 2.664
H -0.916 3.174 6.862
H -3.525 0.499 0.781
H -0.920 3.167 3.729
H -0.765 1.415 7.068
H -4.768 -2.710 2.265
H -1.300 -2.166 0.755
H -4.066 1.929 5.354
H -0.613 2.812 -0.573
H 0.210 2.265 5.832
H 1.930 -0.473 3.256
H -3.344 2.974 6.597
H -0.631 -0.292 -3.140
H 0.301 -3.799 3.505
H 1.141 -3.645 5.066
H -1.942 4.126 4.843
H 0.926 2.315 1.147
H 0.611 2.308 -1.900
H 1.253 -1.469 6.211
H -0.629 -3.466 4.991
H 0.704 0.031 5.457
H -5.152 0.463 4.194
H 1.618 -1.696 -2.503
H -3.776 -1.240 0.496
H -2.431 -0.692 -1.172
H 2.647 -1.799 4.188
H 2.235 1.876 -0.202
H -5.177 -0.141 0.534
H -3.262 1.205 6.776
H -0.490 -1.152 6.084
*
```

The LUMO energy (spin up / spin down) is 3.0 / 2.3 eV. The calculation puts the maximum force at 7.5 eV/Å. As for the expectation value of S²: 2.03. The total energy is -50339.907 eV.

And the Mulliken charges, in e, turn out to be:
1 Au 0.974
2 S -0.609
3 Si -0.181
4 O 0.122
5 O -0.706
6 O 0.408
7 N -0.727
8 C -0.368
9 C 1.966
10 C -0.414
11 C -0.905
12 C 0.103
13 C -1.504
14 C -0.382
15 C -1.506
16 C -1.939
17 C -1.657
18 C -1.916
19 C -1.929
20 C 1.906
21 C -1.625
22 C 2.154
23 C -1.718
24 C -0.964
25 C -1.087
26 C -1.584
27 H 0.165
28 H 0.282
29 H 0.158
30 H 0.449
31 H 0.404
32 H 0.383
33 H 0.221
34 H 0.499
35 H 0.466
36 H 0.195
37 H 0.287
38 H 0.336
39 H 0.389
40 H 0.568
41 H 0.204
42 H 0.241
43 H 0.372
44 H 0.462
45 H 0.416
46 H 0.396
47 H 0.327
48 H 0.378
49 H 0.473
50 H 0.182
51 H 0.291
52 H 0.540
53 H 0.416
54 H 0.182
55 H 0.325
56 H 0.329
57 H 0.288
58 H 0.337
59 H 0.426
60 H 0.620
61 H 0.479
62 H 0.322
63 H 0.283